1.
ORCA calculation (ωB97M-V with the def2-TZVPD basis set) on C3H7N3O2 in the gas phase.

```
15
Properties=species:S:1:pos:R:3:lowdin_charge:R:1
H -0.38538 -0.85584 -2.32830 0.050
N -0.58556 0.09749 -2.04116 0.144
C -0.47363 0.22359 -0.77691 -0.409
N -0.81471 1.42149 -0.18185 -0.008
O -0.33484 1.68642 1.10241 -0.043
C -0.02780 -0.87603 0.14580 -0.295
C -0.98098 -1.99764 0.45251 -0.019
N 1.12658 -0.91081 0.68170 0.070
O 1.87324 0.24206 0.34351 -0.075
H -0.78834 2.22492 -0.78839 0.138
H 0.63837 1.58304 1.03489 0.077
H -0.49404 -2.74436 1.07935 0.081
H -1.33441 -2.46996 -0.46642 0.081
H -1.85728 -1.59656 0.98336 0.095
H 2.72414 0.07421 0.77900 0.110
```

Computed properties:
DFT total energy: -11786.5090 eV
Maximum force: 0.5 eV/Å
Relative energy (zero: lowest compared OMol25 entry of this formula, charge and spin): 110.79 kcal per mole
SMILES string: [H]/N=C(NO)\C(C)=N/O
Orbital gap: 0.3666 hartree
HOMO: -9.274 eV

***

2.
ORCA calculation (ωB97M-V with the def2-TZVPD basis set) on C3H7N3O2 in the gas phase.

```
15
Properties=species:S:1:pos:R:3:lowdin_charge:R:1
N 1.45809 -1.35688 0.12458 0.032
C 0.40567 -0.43123 0.48068 -0.343
C 0.98042 0.98858 0.31921 -0.160
N 0.03987 1.18139 -0.76849 0.017
C -0.61267 -0.07468 -0.57507 -0.266
N -1.95434 -0.03691 0.04523 -0.364
O -2.60891 -1.10354 0.15472 0.046
O -2.30364 1.02204 0.51738 0.088
H 1.54759 -1.17702 -0.95373 0.131
H 1.32874 -2.35408 0.29370 0.073
H -0.17530 -0.55350 1.53057 0.198
H 0.97266 1.53607 1.25497 0.115
H 1.96735 0.95015 -0.11235 0.101
H -0.33625 2.09926 -0.63377 0.114
H -0.70926 -0.68965 -1.67762 0.219
```

Computed properties:
DFT total energy: -11784.7565 eV
Maximum force: 4.3 eV/Å
Relative energy (zero: lowest compared OMol25 entry of this formula, charge and spin): 151.20 kcal per mole
SMILES string: N[C@H]1CN[C@@H]1[N+](=O)[O-]
Orbital gap: 0.3602 hartree
HOMO: -9.791 eV

***

3.
ORCA calculation (ωB97M-V with the def2-TZVPD basis set) on C3H7N3O2 in the gas phase.

```
15
Properties=species:S:1:pos:R:3:lowdin_charge:R:1
C -1.99967 0.13100 0.33873 -0.069
N -0.81231 0.89065 0.10443 -0.298
C -0.61192 1.38589 -1.14396 -0.339
O 0.45779 1.70658 -1.57981 0.033
O 0.09122 1.09088 0.99127 -0.061
C 1.41626 0.33964 0.50859 0.000
N 0.98884 -0.92821 0.31489 -0.011
N 1.92557 -1.98838 0.33771 0.023
H -1.91565 -1.08340 0.22344 0.119
H -2.68854 0.41707 -0.60687 0.117
H -2.46780 0.22757 1.33381 0.078
H -1.47508 1.27859 -1.93502 0.158
H 2.42118 0.77519 0.80783 0.140
H 2.83120 -1.73834 0.74554 0.089
H 1.83892 -2.50475 -0.44057 0.024
```

Computed properties:
DFT total energy: -11784.1156 eV
Maximum force: 5.9 eV/Å
Relative energy (zero: lowest compared OMol25 entry of this formula, charge and spin): 165.98 kcal per mole
SMILES string: CN(C=O)O/C=N/N
Orbital gap: 0.3537 hartree
HOMO: -8.754 eV

***

4.
ORCA calculation (ωB97M-V with the def2-TZVPD basis set) on C3H7N3O2 as an isolated structure.

```
15
Properties=species:S:1:pos:R:3:lowdin_charge:R:1
C -0.69664 0.48777 1.16515 -0.624
C -0.08707 1.05713 -0.15817 -0.269
C 0.94346 -0.52883 -1.45976 -0.214
H -2.17113 -0.04476 -0.35572 0.170
H -2.57229 -0.17657 1.41303 0.157
H 1.01852 1.28683 -0.12700 0.138
H -0.41765 2.02376 -0.48246 0.120
H 0.94782 -0.81335 -2.44650 0.091
H 2.07266 -2.14874 -0.48226 0.194
H 0.80049 0.02838 1.13368 0.214
N -2.02044 0.46358 0.66130 0.080
N 0.02681 0.39759 -1.36022 0.005
N 1.67771 -1.11799 -0.47930 -0.042
O -0.44789 0.25349 2.24848 0.159
O 0.92563 -1.16829 0.72974 -0.178
```

Computed properties:
DFT total energy: -11783.1339 eV
Maximum force: 11.8 eV/Å
Relative energy (zero: lowest compared OMol25 entry of this formula, charge and spin): 188.62 kcal per mole
Orbital gap: 0.3568 hartree
HOMO: -8.954 eV

***

5.
ORCA calculation (ωB97M-V with the def2-TZVPD basis set) on a 2-piece molecular cluster, C3H7N3O2 overall.

```
15
Properties=species:S:1:pos:R:3:lowdin_charge:R:1
C -1.62581 -0.19123 -0.24171 -0.392
C -0.57829 -0.91157 0.72922 -0.200
C 1.38906 -1.12897 -0.47285 -0.259
H -1.96712 1.44957 1.08129 0.130
H -2.14297 1.69533 -0.63132 0.067
H -1.32299 -1.54713 1.45011 0.142
H -0.17477 -0.15025 1.48466 0.114
H 2.27075 -1.81639 -0.72634 0.153
H 0.54023 0.60754 -0.74230 0.159
H 2.69951 2.25693 0.37026 0.315
N -1.69885 1.19384 0.08563 0.087
N 0.34625 -1.84695 -0.04653 0.039
N 1.44229 0.18508 -0.33070 -0.136
O -1.93067 -0.48980 -1.50200 -0.051
O 2.75336 0.69400 -0.50742 -0.167
```

Computed properties:
DFT total energy: -11781.5926 eV
Maximum force: 6.9 eV/Å
Relative energy (zero: lowest compared OMol25 entry of this formula, charge and spin): 224.16 kcal per mole
Orbital gap: 0.2397 hartree
HOMO: -8.911 eV

***

6.
ORCA calculation (ωB97M-V with the def2-TZVPD basis set) on an isolated ion of composition C3H7N3O2 and charge +2.

```
15
Properties=species:S:1:pos:R:3:lowdin_charge:R:1
N 0.31388 1.57116 0.73526 0.209
C -0.26568 0.31049 0.49828 -0.063
C 0.01820 -0.58801 -0.47611 0.026
N -0.62592 -1.83868 -0.24891 0.149
N -0.97855 -2.83634 -1.10703 -0.126
O -1.45065 -3.82636 -0.67956 0.266
C -0.73188 -2.73737 -2.54926 -0.082
O -0.70965 -1.65457 -3.01064 0.224
H -0.33116 2.34736 0.66418 0.186
H 1.15745 1.93909 0.22723 0.222
H 0.58017 1.48986 1.79010 0.243
H -0.98206 0.03762 1.31818 0.172
H 0.62223 -0.52171 -1.33432 0.129
H -0.89983 -2.06470 0.76400 0.231
H -0.82293 -3.76996 -3.02945 0.213
```

Computed properties:
DFT total energy: -11766.7271 eV
Charge: +2
Maximum force: 3.7 eV/Å
Relative energy (zero: lowest compared OMol25 entry of this formula, charge and spin): 96.72 kcal per mole
SMILES string: [NH3+]/C=C/N[N+](=O)C=O
Orbital gap (spin up / spin down): 0.3151 / 0.3151 hartree
HOMO (spin up / spin down): -19.375 / -19.376 eV

***

7.
ORCA calculation (ωB97M-V with the def2-TZVPD basis set) on a 2-piece molecular cluster, C3H7N3O2S overall.

```
16
Properties=species:S:1:pos:R:3:lowdin_charge:R:1
C 0.30887 -1.73036 -0.29682 -0.463
C -0.20814 0.72004 0.85041 -0.267
C 1.59766 1.33526 -0.62166 -0.088
N 1.33248 -1.69810 0.28715 0.131
N -0.67212 -1.89734 -1.00691 0.150
N -1.47171 0.42987 0.90809 -0.140
O -3.84172 -0.05388 0.12103 -0.673
O 0.22386 1.29505 -0.25286 -0.078
S -2.62442 0.56316 -0.43214 0.780
H 0.32518 0.32114 1.68114 0.141
H 2.26120 1.91670 0.14079 0.114
H 1.78828 1.91999 -1.57367 0.105
H 2.27899 0.41428 -0.78218 0.100
H 2.18966 -2.27161 0.52108 0.131
H -1.45421 -1.22197 -1.07276 -0.018
H -2.03385 -0.04224 1.52930 0.074
```

Computed properties:
DFT total energy: -22620.4309 eV
Maximum force: 5.2 eV/Å
Relative energy (zero: lowest compared OMol25 entry of this formula, charge and spin): 65.73 kcal per mole
Orbital gap (spin up / spin down): 0.2618 / 0.2619 hartree
HOMO (spin up / spin down): -6.829 / -6.831 eV

***

8.
ORCA calculation (ωB97M-V with the def2-TZVPD basis set) on C3H7N3S in the gas phase.

```
14
Properties=species:S:1:pos:R:3:lowdin_charge:R:1
C -2.11829 1.28830 -0.14524 -0.117
C -2.02420 -0.24215 0.03591 -0.239
N -1.03205 -1.04668 -0.18243 -0.067
N 0.11433 -0.31164 -0.22473 -0.045
C 1.20181 -1.09011 0.02621 -0.229
N 2.48787 -0.78393 -0.34063 -0.376
S 3.32883 0.70974 -0.10558 0.770
H -2.69566 1.94884 0.56977 0.065
H -2.69351 1.47530 -1.19118 0.107
H -0.97941 1.61862 -0.27096 0.084
H -2.91231 -0.92379 0.53551 0.137
H 1.15459 -2.23459 0.12348 0.144
H 3.06530 -1.38503 0.07781 -0.016
H 3.10272 0.97711 1.09207 -0.218
```

Computed properties:
DFT total energy: -18525.9747 eV
Maximum force: 6.3 eV/Å
Relative energy (zero: lowest compared OMol25 entry of this formula, charge and spin): 103.68 kcal per mole
SMILES string: C/C=N\N=C\NS
Orbital gap: 0.3287 hartree
HOMO: -8.519 eV

***

9.
ORCA calculation (ωB97M-V with the def2-TZVPD basis set) on C3H7N3S2 in the gas phase.

```
15
Properties=species:S:1:pos:R:3:lowdin_charge:R:1
C -0.32516 1.68411 1.28337 -0.109
N -0.47968 0.24229 1.12153 -0.175
N -1.60338 -0.15510 0.32998 -0.023
C -1.47208 -0.20852 -0.94074 -0.457
S -0.04173 0.14306 -1.94230 0.902
N 1.15719 -0.53913 -0.94565 -0.434
C 1.67272 -1.75461 -1.20483 -0.871
S 2.22805 -2.67516 -0.04106 0.652
H -1.08347 2.10894 1.96133 0.078
H 0.66207 1.88308 1.74848 0.090
H -0.36615 2.20872 0.32284 0.069
H -0.64401 -0.15519 2.03643 0.115
H -2.34610 -0.49946 -1.52051 0.064
H 0.90048 -0.33322 0.06004 0.046
H 1.74124 -1.94982 -2.26890 0.053
```

Computed properties:
DFT total energy: -29362.9794 eV
Maximum force: 2.0 eV/Å
Relative energy (zero: lowest compared OMol25 entry of this formula, charge and spin): 61.06 kcal per mole
SMILES string: CN/N=C\SNC=S
Orbital gap: 0.3282 hartree
HOMO: -8.577 eV

***

Which value of DFT total energy does entry 4 give? -11783.1339 eV

***

Among the records above, which one has the highest DFT total energy? number 6